1.
{
  "formula": "C5H21N2O3",
  "method": "ωB97M-V/def2-TZVPD",
  "elements": ["H", "O", "H", "H", "O", "H", "H", "H", "H", "H", "H", "H", "H", "H", "H", "C", "O", "H", "H", "N", "C", "C", "C", "H", "C", "H", "H", "H", "H", "N", "H"],
  "xyz": [[-2.21, 1.39, 0.36], [1.78, 0.08, 3.29], [-2.70, 0.23, -0.94], [0.87, 0.38, 3.45], [3.57, -0.99, 0.24], [0.13, -1.96, 0.47], [-2.10, -1.97, -1.38], [4.08, -0.87, 1.04], [-1.61, 3.27, -0.96], [-0.79, -3.14, -1.22], [-0.91, 0.27, -1.91], [-1.87, 3.62, -2.26], [1.41, 1.11, -1.87], [0.78, 0.83, 1.08], [2.21, 0.29, 0.34], [-1.54, -2.59, -0.67], [-1.15, 3.78, -1.63], [-2.38, -3.25, -0.41], [-2.84, 0.00, 0.87], [1.45, 0.98, 0.33], [-0.95, -1.71, 0.45], [-0.16, -0.06, -1.18], [0.81, 1.16, -0.97], [0.24, 2.09, -0.92], [-2.22, 0.34, 0.03], [1.94, 1.81, 0.69], [2.00, -0.43, 4.10], [0.41, -0.82, -1.71], [-1.43, -1.86, 1.41], [-0.89, -0.27, 0.09], [4.07, -1.70, -0.21]],
  "mulliken_charge": [0.22, -0.61, 0.41, 0.31, -0.66, 0.26, 0.27, 0.30, 0.28, 0.31, 0.38, 0.34, 0.34, 0.28, 0.17, -0.99, -0.64, 0.32, 0.33, 0.05, -0.59, -0.61, -0.68, 0.32, -1.05, 0.43, 0.31, 0.44, 0.48, -0.01, 0.29],
  "orbital_gap_ev": 9.7,
  "mol_weight_g_mol": 157.23,
  "e_above_lowest_kcal_mol": 55.95,
  "total_charge": 1
}

2.
{
  "formula": "C41H43ClN5NaO5S2",
  "method": "ωB97M-V/def2-TZVPD",
  "elements": ["C", "C", "H", "C", "Cl", "C", "C", "H", "N", "O", "H", "H", "H", "H", "O", "C", "N", "C", "H", "C", "S", "C", "H", "C", "H", "C", "H", "H", "C", "O", "H", "C", "C", "S", "H", "C", "H", "H", "H", "C", "H", "H", "H", "H", "H", "C", "H", "C", "C", "H", "C", "H", "C", "C", "H", "C", "H", "H", "C", "H", "H", "C", "H", "H", "N", "C", "C", "C", "C", "C", "C", "C", "H", "C", "H", "H", "H", "Na", "C", "C", "C", "H", "H", "C", "C", "O", "H", "H", "C", "H", "N", "C", "H", "N", "O", "H", "C", "H"],
  "xyz": [[13.49, 15.72, 21.19], [6.83, 11.21, 11.32], [6.57, 12.25, 8.85], [9.63, 13.70, 10.83], [16.72, 16.18, 9.96], [8.77, 10.70, 9.76], [17.24, 12.23, 16.60], [8.86, 11.18, 12.92], [13.21, 12.51, 11.18], [16.70, 16.76, 11.30], [12.85, 10.64, 14.52], [17.13, 13.34, 14.77], [11.57, 18.43, 7.29], [14.13, 17.05, 11.48], [18.03, 16.34, 9.33], [15.91, 8.55, 11.46], [12.91, 13.71, 17.49], [16.57, 12.80, 15.53], [13.13, 16.71, 20.83], [12.46, 14.85, 17.19], [13.18, 16.27, 17.99], [15.18, 12.56, 15.31], [8.08, 13.14, 8.67], [16.62, 11.41, 17.53], [10.82, 20.32, 10.50], [7.35, 12.77, 9.38], [17.19, 10.94, 18.29], [6.07, 10.82, 10.71], [9.07, 18.08, 8.46], [15.76, 16.89, 9.11], [9.34, 17.27, 7.81], [17.27, 10.27, 12.48], [15.24, 11.29, 17.43], [11.17, 15.26, 16.08], [12.81, 15.80, 23.28], [8.99, 12.56, 11.29], [7.20, 10.39, 11.94], [8.59, 18.91, 7.88], [10.50, 12.48, 14.29], [14.56, 11.92, 16.43], [15.79, 7.54, 11.09], [12.96, 9.71, 15.96], [9.25, 19.63, 10.74], [13.94, 9.25, 10.71], [6.39, 11.99, 11.97], [10.49, 14.41, 11.67], [10.70, 20.03, 7.45], [12.46, 17.91, 10.36], [13.11, 16.94, 11.14], [18.29, 12.40, 16.76], [16.29, 11.22, 12.28], [15.25, 16.36, 19.07], [14.53, 15.53, 18.95], [13.04, 11.79, 16.30], [8.11, 10.22, 9.02], [14.07, 11.76, 11.37], [9.57, 20.69, 9.35], [14.98, 14.78, 18.28], [10.35, 18.69, 9.11], [9.68, 11.05, 9.28], [14.75, 10.64, 18.21], [14.38, 13.15, 21.89], [6.87, 13.60, 9.89], [14.71, 12.13, 22.06], [12.23, 12.65, 16.77], [11.22, 15.65, 11.22], [8.00, 11.81, 10.44], [13.26, 15.22, 22.49], [15.13, 10.81, 11.65], [12.52, 10.62, 15.56], [14.89, 9.50, 11.25], [11.13, 17.70, 9.97], [15.02, 13.05, 19.82], [9.96, 19.92, 9.97], [9.51, 14.06, 9.79], [17.82, 8.24, 12.39], [9.03, 9.93, 10.52], [12.92, 14.30, 13.62], [13.70, 13.94, 22.80], [14.17, 14.90, 20.25], [17.04, 8.94, 12.11], [12.15, 19.62, 8.42], [8.31, 17.74, 9.17], [10.51, 16.53, 10.44], [10.19, 12.85, 13.32], [14.51, 12.89, 14.26], [13.45, 13.58, 23.81], [11.45, 10.43, 15.70], [9.31, 12.09, 12.56], [9.51, 16.29, 10.08], [10.71, 13.97, 12.91], [11.25, 19.21, 7.96], [13.00, 18.83, 10.13], [12.51, 15.83, 11.57], [16.34, 14.80, 9.97], [18.13, 10.54, 13.01], [14.55, 13.65, 20.60], [16.39, 12.26, 12.59]],
  "mulliken_charge": [-0.30, -1.80, 0.46, -0.23, 1.68, -1.62, -0.53, 0.33, -0.42, -0.67, 0.11, 0.49, 0.39, 0.64, -0.71, -0.53, -0.13, -0.60, 0.25, 0.21, -0.24, 0.27, 0.37, -0.73, 0.36, -1.86, 0.45, 0.51, -2.01, -0.67, 0.43, -0.59, 0.13, -0.43, 0.36, 0.95, 0.37, 0.42, 0.51, 0.22, 0.39, 0.48, 0.39, 0.37, 0.36, -0.44, 0.43, -0.61, -0.99, 0.35, -0.29, 0.42, -0.61, 0.39, 0.40, -0.07, 0.47, -0.01, 2.12, 0.36, 0.29, -0.75, 0.42, 0.38, -0.76, -0.40, 1.97, -0.70, 0.63, -1.51, -0.45, 0.38, 0.17, -1.67, 0.35, 0.34, 0.35, 0.82, -0.16, 0.50, -0.34, 0.37, 0.36, 0.02, -0.74, -0.73, 0.29, 0.39, -0.97, 0.44, -0.17, -1.63, 0.33, -0.11, -0.60, 0.43, 0.21, 0.51],
  "orbital_gap_ev": 5.4,
  "mol_weight_g_mol": 808.40,
  "e_above_lowest_kcal_mol": 6.17,
  "total_charge": -2
}